[1]
20
Properties=species:S:1:pos:R:3:forces:R:3:nbo_charge:R:1 method="wB97M-V/def2-TZVPD" smiles=NCCCS.O.O gap_ev=9.91 multiplicity=1 total_energy_ha=-725.48432 relative_energy_kcal_mol=23.3 lumo_energy_ev=0.648 homo_energy_ha=-0.3403 charge=0
N 1.53404 0.90407 0.28006 0.98 0.46 -0.15 -0.821
C 0.90718 -0.17359 0.95326 -1.58 -1.75 1.20 -0.217
C 0.11822 -1.02893 -0.00968 -1.71 -0.52 -1.66 -0.433
C -0.65308 -2.23498 0.62739 0.62 1.45 1.93 -0.506
S -2.44493 -2.42346 0.15848 0.40 1.10 2.10 -0.063
H 2.30531 1.05174 0.91091 0.56 1.10 -0.14 0.353
H 1.98220 0.47046 -0.52627 -0.15 0.60 -0.38 0.366
H 0.18750 0.19707 1.71563 0.53 -0.11 -0.11 0.173
H 1.67906 -0.79971 1.45819 -0.68 -0.01 0.02 0.162
H 0.82588 -1.35651 -0.81111 -0.65 0.01 0.42 0.198
H -0.73195 -0.47105 -0.52929 1.51 -0.04 0.58 0.227
H -0.16257 -3.16593 0.42089 0.16 -0.49 -0.01 0.217
H -0.56684 -2.01894 1.76936 -0.50 -0.87 -1.84 0.214
H -2.88375 -1.77486 1.35299 0.32 -0.86 -1.74 0.140
O 0.48793 1.47601 -2.74239 -1.64 1.49 0.68 -0.965
H 0.05864 2.29081 -2.29177 1.02 -2.04 -0.83 0.499
H -0.28858 0.93895 -3.00171 0.64 0.46 0.22 0.465
O -0.75406 2.79077 -0.29499 0.38 -0.65 1.31 -0.986
H -0.13370 2.22565 0.26610 -0.77 0.92 -1.19 0.503
H -1.46651 3.10243 0.29397 0.57 -0.26 -0.40 0.471

---

[2]
20
Properties=species:S:1:pos:R:3:forces:R:3:nbo_charge:R:1 method="wB97M-V/def2-TZVPD" smiles=CCNCO.O.O gap_ev=10.16 multiplicity=1 total_energy_ha=-402.50366 relative_energy_kcal_mol=48.2 lumo_energy_ev=0.646 homo_energy_ha=-0.3495 charge=0
C 1.70801 -0.76759 -0.87507 1.08 -0.63 -1.42 -0.614
C 0.25511 -1.21561 -1.09542 0.77 2.51 3.43 -0.223
N -0.69758 -0.39749 -0.22404 -1.95 -1.75 0.12 -0.633
C -1.94472 -0.05803 -0.92643 -0.40 1.24 -0.61 0.051
O -2.65767 -1.04084 -1.78005 1.89 1.19 0.90 -0.735
H 2.25868 -0.95695 -1.87798 -0.54 -0.21 1.73 0.205
H 1.85415 0.30743 -0.75715 -0.30 -0.11 0.50 0.218
H 2.15335 -1.38363 -0.03940 -0.14 1.00 -0.93 0.200
H 0.32066 -2.23616 -0.83477 -1.00 -1.35 -0.32 0.190
H -0.05249 -0.93890 -2.03305 -0.59 -0.24 -2.57 0.196
H -1.08694 -0.90784 0.61489 1.38 0.36 -1.10 0.355
H -2.63029 0.41430 -0.21358 -0.14 -0.91 0.53 0.165
H -1.86677 0.83686 -1.54374 1.02 -0.34 -0.74 0.161
H -3.37704 -1.29557 -1.23401 -1.09 -0.76 0.49 0.464
O -3.97737 2.43647 4.12154 -1.50 -0.98 -0.52 -0.948
H -3.91291 2.85957 3.26641 0.41 0.30 0.09 0.475
H -3.30301 2.71309 4.70942 1.09 0.68 0.42 0.473
O 6.75225 0.55335 -0.02624 -1.47 -1.51 0.04 -0.952
H 5.97211 -0.10911 -0.06186 2.30 1.51 0.28 0.478
H 7.50554 0.13484 0.43267 -0.84 0.00 -0.32 0.474

---

[3]
20
Properties=species:S:1:pos:R:3:forces:R:3:nbo_charge:R:1 method="wB97M-V/def2-TZVPD" smiles="C=C(C)N.O.O.O" gap_ev=8.52 multiplicity=1 total_energy_ha=-402.55657 relative_energy_kcal_mol=15.0 lumo_energy_ev=0.624 homo_energy_ha=-0.2902 charge=0
C 0.51332 -0.85113 1.08441 0.49 0.10 -0.25 -0.597
C 0.27495 0.10331 0.16746 -0.49 -0.10 -0.58 0.225
C 0.78254 1.50426 0.29975 -0.19 0.03 0.67 -0.656
N -0.53556 -0.10463 -0.92869 -0.13 -0.28 -0.70 -0.833
H 0.29062 -1.89660 0.88815 -0.23 0.22 0.19 0.194
H 1.15885 -0.60166 1.91281 0.06 -0.15 0.09 0.197
H 1.41792 1.55162 1.17589 0.20 0.17 0.08 0.228
H 1.34497 1.84303 -0.56483 0.03 -0.09 -0.22 0.209
H -0.04534 2.19613 0.46936 -0.01 0.01 -0.14 0.228
H -0.53670 0.50236 -1.74171 0.32 0.16 0.56 0.395
H -0.80554 -1.04926 -1.16769 -0.05 0.02 0.37 0.403
O -1.80723 -2.96862 -0.80168 -0.28 -0.36 0.11 -0.944
H -1.70473 -3.40370 0.05232 0.21 0.16 0.04 0.475
H -2.64474 -3.33316 -1.11319 0.09 0.18 -0.19 0.475
O 0.71173 1.09119 -3.75629 -0.07 0.06 0.05 -0.944
H 1.40543 1.72202 -3.53352 -0.03 -0.12 -0.02 0.473
H 1.03404 0.23324 -3.46177 0.10 0.03 0.00 0.474
O -0.26700 1.54525 3.58827 0.00 -0.38 -0.06 -0.947
H -0.25243 1.12223 4.45333 0.00 0.13 0.02 0.465
H -0.33512 0.79412 2.97763 0.00 0.20 -0.05 0.478

---

[4]
20
Properties=species:S:1:pos:R:3:forces:R:3:nbo_charge:R:1 method="wB97M-V/def2-TZVPD" smiles="C=NCC.O.O.O" gap_ev=9.83 multiplicity=1 total_energy_ha=-402.47217 relative_energy_kcal_mol=67.9 lumo_energy_ev=0.344 homo_energy_ha=-0.3486 charge=0
C -2.02251 -0.18728 -0.46666 2.65 -3.51 -0.43 -0.033
N -0.83095 -0.68969 -0.75748 -2.34 2.88 -0.93 -0.470
C -0.54188 -1.31750 -2.07387 -0.58 2.69 -1.82 -0.262
C 1.00625 -1.24801 -2.26219 -2.41 -1.50 2.48 -0.603
H -2.91838 -0.82486 -0.73556 0.42 1.61 -0.42 0.160
H -2.02825 0.62354 0.25503 -0.39 -0.35 0.39 0.198
H -1.16437 -2.11864 -2.37532 0.16 -2.29 0.69 0.204
H -0.95863 -0.72839 -3.04206 0.68 0.09 2.45 0.180
H 1.35382 -1.60422 -1.26082 0.50 0.12 -1.07 0.208
H 1.22295 -1.93049 -3.04902 0.95 -0.11 -0.74 0.215
H 1.22642 -0.20417 -2.36168 0.53 0.28 -0.45 0.214
O 1.03759 -0.77231 1.79674 -2.67 1.85 1.52 -0.980
H 0.65356 -0.74017 0.88273 -0.43 -0.27 1.03 0.489
H 0.30043 -0.30933 2.44923 2.66 -1.71 -2.78 0.502
O 1.57617 1.66183 0.28427 -0.86 -1.23 1.87 -0.986
H 2.04345 1.64083 -0.53253 0.52 -0.31 -0.82 0.470
H 1.51739 0.72777 0.67545 0.49 1.85 -0.79 0.494
O -0.72390 1.85676 2.69993 -0.02 0.91 -0.28 -0.963
H 0.03713 2.16026 2.17644 -0.06 -0.29 0.01 0.490
H -1.23897 2.68218 2.78932 0.20 -0.71 0.10 0.474

---

[5]
20
Properties=species:S:1:pos:R:3:forces:R:3:nbo_charge:R:1 method="wB97M-V/def2-TZVPD" smiles=CCNCO.O.O gap_ev=9.44 multiplicity=1 total_energy_ha=-402.54197 relative_energy_kcal_mol=24.1 lumo_energy_ev=0.471 homo_energy_ha=-0.3297 charge=0
C 1.31089 2.42645 -2.23200 -0.97 0.32 0.07 -0.608
C 1.09407 1.46237 -1.07383 -0.45 0.46 -0.23 -0.222
N 1.14630 0.09002 -1.47382 0.49 -0.33 -0.66 -0.672
C 0.34170 -0.96168 -0.96540 0.45 0.41 0.13 0.096
O 0.50828 -1.16236 0.45018 -0.01 0.18 -0.14 -0.738
H 1.03060 3.43261 -1.89880 0.18 -0.08 -0.07 0.212
H 0.64168 2.18049 -3.06754 0.29 -0.03 0.13 0.211
H 2.33253 2.46675 -2.56147 0.50 -0.13 -0.25 0.204
H 1.82393 1.72007 -0.30722 0.17 -0.07 0.36 0.164
H 0.10725 1.69492 -0.66124 -0.09 -0.25 0.10 0.188
H 1.82970 -0.14658 -2.17560 -0.03 -0.01 0.31 0.383
H 0.70044 -1.86726 -1.44597 -0.43 -0.17 -0.11 0.179
H -0.71624 -0.76009 -1.15045 -0.17 -0.18 -0.03 0.144
H 0.76068 -0.28690 0.75747 0.05 -0.06 0.34 0.457
O -0.88700 -0.89142 3.59859 0.10 0.37 -0.04 -0.930
H -1.11234 -0.13650 4.15387 -0.11 -0.11 0.06 0.465
H -0.01243 -0.66485 3.26244 -0.02 -0.24 -0.06 0.467
O -2.91797 -0.73878 0.75809 0.22 0.46 0.11 -0.944
H -2.30893 -0.21100 1.30212 -0.28 -0.44 -0.13 0.474
H -2.36526 -1.44893 0.42145 0.09 -0.09 0.10 0.471

---

[6]
20
Properties=species:S:1:pos:R:3:forces:R:3:nbo_charge:R:1 method="wB97M-V/def2-TZVPD" gap_ev=4.55 multiplicity=1 total_energy_ha=-402.29166 relative_energy_kcal_mol=181.2 lumo_energy_ev=-4.594 homo_energy_ha=-0.3360 charge=0
C -0.25760 0.14708 1.68828 0.71 -0.97 -0.55 -0.633
C 0.02620 0.84624 0.36930 0.60 0.41 0.75 -0.442
C -0.19212 0.03713 -0.87129 -1.99 1.36 1.07 -0.291
N -1.40911 -0.57170 -0.91418 0.98 -0.65 -1.80 -0.367
H -1.29079 -0.15536 1.76938 -0.25 0.21 0.39 0.230
H 0.13707 0.64534 2.56617 -0.39 0.58 -0.01 0.223
H 0.35497 -0.75855 1.65430 -0.09 -0.35 -0.03 0.249
H 1.06005 1.19904 0.30445 -0.08 -0.01 0.07 0.280
H -0.06365 0.73607 -1.73738 0.55 -0.60 -0.41 0.332
H -1.69404 -0.98335 -1.80644 0.45 -0.05 0.02 0.381
H -2.27655 -0.16774 -0.37298 -1.40 0.83 1.94 0.434
H 2.30917 -0.71730 -0.18385 0.28 -0.72 0.05 0.495
H 2.35652 -2.35449 -0.17963 0.07 0.17 -0.07 0.463
O 2.06842 -1.59550 0.33692 -0.31 0.24 0.05 -0.979
H 0.66105 -0.69710 -1.08287 0.61 -0.15 -0.21 0.416
H -0.60676 1.75303 0.32186 0.05 -0.14 -0.33 0.265
O -2.95799 0.67518 0.37477 0.32 -0.29 -0.09 -0.931
H 3.26396 0.63013 -1.39414 0.23 -0.31 -0.12 0.456
H -3.87363 0.97062 0.27628 0.20 -0.18 -0.51 0.464
O 2.38483 0.36124 -1.11893 -0.55 0.63 -0.22 -1.046